1.
# C38H55IN3O10P2S3SbSeY

A molecular structure, C38H55IN3O10P2S3SbSeY (wB97M-V/def2-TZVPD, the Open Molecules 2025 dataset).

Output
Charge   -2
Lowest unoccupied orbital energy (spin up / spin down)   3.2 / 2.3 eV
2S+1   2
Relative energy (zero: lowest compared OMol25 entry of this formula, charge and spin)   0.0 kJ/mol
HOMO energy (spin up / spin down)   -0.1250 / -0.1250 Eh
Orbital gap (spin up / spin down)   6.557 / 5.665 eV

Element x y z (Å)
I (6.6981, -4.8877, -2.7036)
Sb (2.8543, -0.8603, 4.1029)
Y (2.0291, -0.8473, 0.1998)
Se (0.1549, 0.7310, 1.7688)
S (4.4196, -0.6992, 5.7469)
S (3.1906, -3.4978, 1.5367)
S (1.9921, 1.0175, 5.1137)
P (4.9351, -0.0498, 1.7564)
P (5.2408, -0.6358, -1.2213)
O (5.3331, 0.0000, -2.5474)
O (5.3496, 1.1003, 2.8068)
O (3.9046, -1.2438, -0.7923)
O (1.9002, 1.0957, -0.7770)
O (1.8355, -3.0384, -1.0000)
O (7.1091, 0.4793, 0.4025)
O (-0.0794, -1.0523, -0.6033)
O (6.3424, -1.7869, -0.9632)
O (5.4623, -1.3658, 2.2186)
O (3.3963, 0.0635, 1.7203)
N (-3.4906, -6.0018, 4.0321)
N (0.1269, -2.4774, 2.2647)
N (3.2830, -4.0241, -2.4110)
C (-5.4611, 0.6471, 2.4020)
C (-3.7840, -2.7684, -2.3344)
C (-2.0949, 6.1248, -1.4324)
C (-6.1251, -1.5994, 1.5854)
C (-0.4113, -2.3582, 3.4744)
C (-2.5816, -0.1541, 1.8600)
C (-2.4198, -1.5907, -0.5446)
C (-3.7059, -0.8439, 1.4165)
C (-3.4233, 4.5304, -0.0741)
C (0.9734, 2.0126, -0.6985)
C (5.6954, 0.4933, 0.1781)
C (-1.9240, -1.2622, -2.9714)
C (2.8918, -3.6659, -1.1939)
C (-2.0365, 5.1701, -0.2389)
C (-1.1730, -4.4490, 1.9179)
C (-4.9926, -0.8063, 2.2390)
C (-0.8152, 3.1178, 0.5660)
C (-1.4022, -0.2036, 1.1475)
C (-1.2481, -0.9621, -0.0388)
C (1.1607, 1.4832, -3.7160)
C (-2.7056, -5.2519, 3.6544)
C (0.1248, 2.1135, 0.4268)
C (1.1447, 3.9355, -4.0522)
C (3.8080, -4.0840, -0.0637)
C (-1.7102, 5.9947, 1.0146)
C (-1.3384, -3.2478, 3.9880)
C (-4.7314, -1.4107, 3.6266)
C (5.2820, 1.9203, -0.1403)
C (-0.9866, 4.0752, -0.4205)
C (3.0426, 2.8983, -2.8513)
C (0.7629, 2.9611, -1.7410)
C (-0.1892, 3.9555, -1.5588)
C (-1.4551, -3.4854, -1.9138)
C (-2.3972, -2.2741, -1.9151)
C (-3.5887, -1.5248, 0.2071)
C (-0.2428, -3.5068, 1.5072)
C (1.5228, 2.8279, -3.0634)
C (-1.7290, -4.3139, 3.1840)
H (-2.6111, 0.4291, 2.7745)
H (-2.6067, -0.4093, -3.0131)
H (1.7075, 1.3654, -4.6556)
H (-0.9275, -0.8958, -2.7341)
H (5.6567, 2.5858, 0.6380)
H (6.1183, 0.8134, 3.3136)
H (-1.7561, -3.1073, 4.9745)
H (-1.4268, 3.1284, 1.4616)
H (3.5489, 2.9667, -3.8181)
H (-2.8544, 6.8898, -1.2522)
H (-1.6927, 5.3668, 1.9059)
H (4.2509, -4.3203, -2.5910)
H (-3.6774, 3.9393, -0.9560)
H (-0.1121, -1.4906, 4.0559)
H (-2.4577, 6.7799, 1.1651)
H (1.6990, 3.7810, -4.9802)
H (-1.1389, 6.6288, -1.5882)
H (-1.4538, -3.9589, -2.9008)
H (-3.9396, -0.8712, 4.1488)
H (-0.7288, 6.4631, 0.9185)
H (0.0890, 1.4364, -3.9275)
H (4.7988, -3.6679, -0.2468)
H (-4.1646, -3.5383, -1.6579)
H (-6.3836, 0.6912, 2.9890)
H (-4.1891, 5.3005, 0.0624)
H (-5.6348, -1.3716, 4.2427)
H (-5.6479, 1.0991, 1.4260)
H (-0.4384, -3.1867, -1.6754)
H (-1.7953, -4.2305, -1.1881)
H (-4.4625, -2.0293, -0.1798)
H (6.5429, -2.3664, -1.7247)
H (3.3108, 3.7793, -2.2614)
H (-3.4532, 3.8647, 0.7893)
H (-4.7084, 1.2514, 2.9098)
H (-1.4605, -5.2602, 1.2644)
H (0.2146, -3.5684, 0.5270)
H (-0.3261, 4.6742, -2.3530)
H (2.7432, -3.6654, -3.1824)
H (3.4151, 2.0114, -2.3497)
H (-7.0182, -1.5478, 2.2130)
H (-6.3797, -1.1962, 0.6031)
H (7.3914, -0.4413, 0.3020)
H (-2.3586, 5.5989, -2.3521)
H (-3.7171, -3.2077, -3.3323)
H (0.0789, 3.9234, -4.2945)
H (-4.4230, -2.4546, 3.5352)
H (4.2933, -2.7817, 1.8658)
H (-5.8587, -2.6516, 1.4668)
H (1.4041, 4.9263, -3.6698)
H (3.9113, -5.1681, -0.0610)
H (5.6981, 2.2045, -1.1065)
H (-4.5100, -1.9527, -2.3746)
H (-1.9017, -1.7327, -3.9591)
H (4.1949, 2.0018, -0.1887)
H (1.4237, 0.6546, -3.0622)

---

2.
# C2H5N4S

A gas-phase ion, C2H5N4S (charge -1) (wB97M-V/def2-TZVPD, the Open Molecules 2025 dataset).

Output
Charge   -1
Lowest unoccupied orbital energy (spin up / spin down)   4.1 / 4.1 eV
2S+1   1
Relative energy (zero: lowest compared OMol25 entry of this formula, charge and spin)   124.3 kJ/mol
HOMO energy (spin up / spin down)   -0.0609 / -0.0609 Eh
Orbital gap (spin up / spin down)   5.763 / 5.762 eV

Element x y z (Å)
S (1.4038, -1.5931, -2.1572)
N (-1.6878, 0.4131, -1.4838)
N (0.0529, -0.7819, -1.7113)
N (-0.8286, -0.1306, -2.3453)
N (-1.6959, 0.0688, -0.1949)
C (0.7206, 0.4322, 0.3283)
C (-0.3823, -0.5032, -0.1528)
H (-2.4452, 1.0219, -1.7933)
H (1.2318, 0.1188, 1.2771)
H (1.4554, 0.4833, -0.4930)
H (-0.2110, -1.4697, 0.3986)
H (0.4248, 1.5683, 0.5293)

---

3.
# C34H37N5O3RuS

A molecular structure, C34H37N5O3RuS (wB97M-V/def2-TZVPD, the Open Molecules 2025 dataset).

Output
Charge   +2
Lowest unoccupied orbital energy   -7.2 eV
2S+1   1
HOMO energy   -0.5036 Eh
Orbital gap   6.467 eV

Element x y z (Å)
Ru (-0.7470, -0.6628, -1.1035)
S (1.3697, -0.8242, -2.6696)
O (-1.0809, 1.1612, -1.3992)
O (-0.9865, -1.7045, -2.5489)
O (0.1641, -1.6249, -3.4572)
N (-1.9157, -1.6011, 1.7726)
N (0.1209, -1.8502, 2.7661)
N (0.0478, -1.0990, 0.5614)
N (2.2414, 1.1351, -4.2226)
N (0.6481, 1.9245, -2.8188)
C (-1.3595, 6.0271, -0.8034)
C (-0.6805, 3.4475, -1.5624)
C (4.3814, -0.1356, -4.3537)
C (-1.7248, 3.6607, -0.6516)
C (1.4810, -0.9620, 0.6221)
C (3.0028, 0.0968, -4.9505)
C (-4.5572, -2.0671, 2.6109)
C (-4.9611, -0.9312, -0.9991)
C (-0.5892, -1.4566, 5.0556)
C (-0.7996, -4.6142, 2.9038)
C (3.6419, -1.9557, 0.2812)
C (-0.5973, -1.5210, 1.6901)
C (-0.4723, -2.3362, 3.9862)
C (2.5524, 2.5397, -4.5902)
C (-1.1664, -1.8879, 6.2370)
C (-0.3283, 5.8243, -1.7140)
C (-1.5082, -4.0596, 5.2556)
C (3.4395, 0.3663, 0.8880)
C (-2.9192, -1.3660, 0.8083)
C (4.2282, -0.7261, 0.5655)
C (2.2648, -2.0702, 0.3081)
C (2.0473, 0.2757, 0.9328)
C (-4.2422, -1.5930, 1.2166)
C (-0.3179, 2.0839, -1.9401)
C (-2.0584, 4.9472, -0.2762)
C (1.2227, 1.4730, 1.3291)
C (-0.9226, -3.6551, 4.0581)
C (-1.6307, -3.1934, 6.3306)
C (-2.6207, -0.9390, -0.4763)
C (-3.6519, -0.7117, -1.3853)
C (-5.2447, -1.3673, 0.2905)
C (3.4002, 3.2301, -3.5305)
C (0.0091, 4.5419, -2.0974)
C (1.3361, 0.9024, -3.3003)
H (-3.4332, -0.3783, -2.3925)
H (-4.2187, -1.3568, 3.3711)
H (-0.2218, -0.4430, 4.9552)
H (4.9934, 0.7642, -4.3962)
H (0.0878, -4.4171, 2.3028)
H (-1.2524, -1.2132, 7.0770)
H (2.8779, 3.2793, -2.5765)
H (-4.1017, -3.0389, 2.8246)
H (-5.7642, -0.7672, -1.7046)
H (4.2550, -2.8132, 0.0402)
H (4.3102, -0.4618, -3.3141)
H (2.4211, -0.8196, -4.9778)
H (-6.2726, -1.5381, 0.5826)
H (0.2022, 6.6699, -2.1286)
H (1.6114, 3.0619, -4.7481)
H (-5.6307, -2.1821, 2.7362)
H (1.2645, 1.6258, 2.4093)
H (-2.8677, 5.1125, 0.4211)
H (4.8897, -0.9119, -4.9231)
H (-2.0823, -3.5407, 7.2497)
H (-1.6703, -4.5612, 2.2444)
H (1.7804, -3.0119, 0.0738)
H (0.1745, 1.3743, 1.0511)
H (-1.8590, -5.0799, 5.3465)
H (3.0842, 2.5000, -5.5373)
H (1.6163, 2.3783, 0.8661)
H (-2.2721, 2.8172, -0.2550)
H (0.7957, 4.3752, -2.8175)
H (3.6159, 4.2468, -3.8565)
H (-1.6268, 7.0335, -0.5104)
H (3.0823, 0.4548, -5.9755)
H (1.1235, -1.7402, 2.7097)
H (4.3492, 2.7162, -3.3863)
H (3.9060, 1.3151, 1.1231)
H (-0.7371, -5.6368, 3.2697)
H (5.3050, -0.6248, 0.5479)
H (-2.2525, -1.9099, 2.6785)

---

4.
# C5H12Si

2 unconnected molecules or ions with the total composition C5H12Si (wB97M-V/def2-TZVPD, the Open Molecules 2025 dataset).

Output
Charge   0
Lowest unoccupied orbital energy   0.9 eV
2S+1   1
Relative energy (zero: lowest compared OMol25 entry of this formula, charge and spin)   282.4 kJ/mol
HOMO energy   -0.3546 Eh
Orbital gap   10.563 eV

Element x y z (Å)
Si (2.3735, 0.4714, 0.8590)
C (-2.4293, -0.2213, 0.9265)
C (1.3576, -0.4351, -0.4357)
C (-3.2520, 0.7840, 0.4831)
C (0.9300, -1.6798, -0.3821)
C (0.9524, 0.4670, -1.4552)
H (1.3782, -2.3711, 0.3611)
H (1.6714, -0.1688, 2.0646)
H (-1.3928, -0.1786, 1.1177)
H (0.2878, -2.1793, -1.1062)
H (0.3638, 1.3630, -1.1239)
H (1.7617, 0.9317, -1.9608)
H (-4.2304, 0.4210, 0.1067)
H (-2.9039, -1.1831, 0.8844)
H (0.2814, -0.1954, -2.2805)
H (2.0463, 1.8842, 0.7669)
H (-3.0861, 1.9468, 0.4876)
H (3.8903, 0.3432, 0.6867)

---

5.
# C23H24N4O2S

A single C23H24N4O2S molecule (wB97M-V/def2-TZVPD, the Open Molecules 2025 dataset).

Output
Charge   0
Lowest unoccupied orbital energy   0.0 eV
2S+1   1
Relative energy (zero: lowest compared OMol25 entry of this formula, charge and spin)   148.9 kJ/mol
HOMO energy   -0.3206 Eh
Orbital gap   8.703 eV

Element x y z (Å)
S (5.7874, -0.6376, -2.3966)
O (1.4996, -0.0919, -1.2961)
O (-0.4197, 3.0628, 1.1744)
N (4.8655, -0.0827, -0.1993)
N (-0.2496, 1.9511, -0.7942)
N (5.9326, -0.4279, -0.7532)
N (2.2120, 1.0052, 0.5556)
C (-4.8401, 0.3584, -1.4309)
C (3.4789, 1.6870, 2.6831)
C (4.1401, -0.2334, -2.3356)
C (-1.6208, -4.7421, -0.4237)
C (3.8075, 0.0546, -1.0266)
C (-1.2567, 2.7088, -1.5109)
C (-1.6317, -4.2240, 1.0158)
C (0.2080, -0.3357, 1.0912)
C (-2.5451, 1.9245, -1.5253)
C (-2.6456, 0.7762, -2.3020)
C (-1.7485, -1.7179, 0.8727)
C (0.3646, -2.7259, 1.3221)
C (-0.9969, -2.8649, 1.0849)
C (0.8698, 1.0268, 1.1370)
C (-1.1579, -0.4678, 0.8812)
C (-4.7457, 1.4994, -0.6529)
C (2.9344, 2.9461, 2.0726)
C (3.2425, 1.7639, 1.2028)
C (-0.0147, 2.1279, 0.5114)
C (-3.7875, -0.0023, -2.2557)
C (0.9595, -1.4795, 1.3341)
C (-3.6012, 2.2771, -0.6966)
C (2.4161, 0.3343, -0.5949)
H (2.8199, 1.0773, 3.2816)
H (-1.3877, 3.6594, -0.9893)
H (0.9800, 1.2949, 2.1924)
H (4.1220, 1.8484, 0.5817)
H (-3.5204, 3.1584, -0.0773)
H (-5.5625, 1.7818, -0.0050)
H (-2.0787, -5.7272, -0.4786)
H (-2.1714, -4.0641, -1.0718)
H (-1.7748, 0.4049, 0.7292)
H (-0.8980, 2.8920, -2.5277)
H (-1.0863, -4.9217, 1.6544)
H (4.5024, 1.6723, 3.0230)
H (-0.5997, -4.8111, -0.7918)
H (-1.8215, 0.4886, -2.9392)
H (-2.8118, -1.7970, 0.6968)
H (-3.8555, -0.8940, -2.8616)
H (-2.6629, -4.1691, 1.3707)
H (2.0206, -1.3973, 1.5254)
H (0.0912, 1.0894, -1.2165)
H (1.9075, 3.2208, 2.2546)
H (3.5026, -0.2201, -3.1942)
H (0.9674, -3.6045, 1.5035)
H (-5.7316, -0.2505, -1.3930)
H (3.5924, 3.7977, 1.9882)

---

6.
# C33H53N2OP2SZr

A molecular structure, C33H53N2OP2SZr (wB97M-V/def2-TZVPD, the Open Molecules 2025 dataset).

Output
Charge   +3
Lowest unoccupied orbital energy (spin up / spin down)   -10.5 / -10.5 eV
2S+1   1
HOMO energy (spin up / spin down)   -0.5657 / -0.5658 Eh
Orbital gap (spin up / spin down)   4.900 / 4.902 eV

Element x y z (Å)
Zr (-0.3471, 0.1245, -0.2598)
S (-1.4512, 0.3034, 2.3051)
P (1.0939, 2.4438, -0.6603)
P (-0.3508, -2.5615, 0.0624)
O (1.9087, 0.5102, 2.2444)
N (-2.2303, 0.2638, -1.6319)
N (1.3235, -0.5950, -1.6324)
C (1.7503, 1.7497, -2.2306)
C (0.2139, -5.0087, 1.5423)
C (-3.2167, 1.1631, -6.7194)
C (-2.0320, 1.3047, -6.0060)
C (2.9574, 4.0039, 0.8436)
C (-0.3664, 3.8111, -0.8520)
C (-2.0127, 1.1163, -4.6278)
C (1.2606, -2.9394, -0.7552)
C (2.6432, -0.0865, -3.5854)
C (-1.7133, 3.3927, -0.2186)
C (0.0417, 5.1026, -0.1355)
C (-1.2642, -4.9876, -1.2580)
C (-1.4981, -3.4682, -1.1736)
C (-1.6033, -3.5061, 2.3820)
C (-0.2387, -3.5423, 1.6766)
C (3.1075, -1.3775, -3.6581)
C (1.9007, 0.3555, -2.4702)
C (-3.0226, 0.2953, -2.5528)
C (2.7642, -2.2501, -2.6215)
C (-2.9451, -3.1724, -0.7550)
C (-0.5259, 3.9869, -2.3641)
C (-4.3954, 0.8987, -6.0362)
C (1.1629, 0.4266, 1.3327)
C (-1.2432, -2.8648, -2.5638)
C (3.0484, 4.2208, -1.6843)
C (-3.2419, 0.5351, 2.4069)
C (-0.9232, 1.7630, 3.2852)
C (2.8261, 3.2725, -0.4869)
C (0.8107, -2.8275, 2.5412)
C (-3.1582, 0.7003, -3.9525)
C (-4.3911, 0.7139, -4.6533)
C (1.8191, -1.8546, -1.6718)
C (3.8858, 2.1474, -0.4672)
H (-5.3326, 0.8119, -6.5950)
H (3.7776, -1.7141, -4.4615)
H (-1.1094, 1.5523, -6.5142)
H (2.9070, 0.6646, -4.3253)
H (-1.3669, 4.6659, -2.5785)
H (-1.4869, -3.9355, 3.3892)
H (1.6125, 2.2948, -3.1815)
H (1.1544, -5.1114, 0.9882)
H (4.0790, 1.7196, -1.4542)
H (2.8047, 3.3188, 1.6850)
H (2.5001, 5.1560, -1.5792)
H (-2.0524, -3.1825, -3.2332)
H (1.0912, -3.8329, -1.3822)
H (-3.6212, -0.0135, 3.2755)
H (-1.8025, 2.3980, 3.4480)
H (2.7640, 3.7845, -2.6434)
H (-3.2093, 1.2610, -7.8041)
H (-0.2942, -3.1943, -2.9974)
H (0.1929, 4.9274, 0.9389)
H (0.8854, -3.3568, 3.5029)
H (-3.6152, -3.5630, -1.5348)
H (-0.5357, 1.4055, 4.2485)
H (0.9298, 5.5829, -0.5576)
H (1.9982, -3.2156, 0.0225)
H (2.2730, 4.8413, 0.9640)
H (3.5742, 1.3348, 0.2008)
H (4.8378, 2.5481, -0.0768)
H (-1.6240, 3.1498, 0.8548)
H (0.3726, 4.4222, -2.8251)
H (-2.2173, 2.5641, -0.7405)
H (0.5465, -1.7867, 2.7503)
H (-0.1400, 2.3125, 2.7574)
H (1.8019, -2.8448, 2.0744)
H (-1.9805, -2.4818, 2.4972)
H (-3.4700, 1.6004, 2.5079)
H (-5.3109, 0.6002, -4.0861)
H (-3.2220, -3.6538, 0.1905)
H (-0.7859, 5.8235, -0.2208)
H (-0.2096, -5.2634, -1.3850)
H (-2.3593, -4.1070, 1.8613)
H (0.3883, -5.3877, 2.5617)
H (3.1674, -3.2648, -2.5774)
H (-3.6844, 0.1338, 1.4932)
H (-1.0900, 1.2858, -4.0702)
H (-3.1296, -2.0927, -0.6617)
H (-1.2618, -1.7728, -2.5514)
H (-1.7941, -5.3494, -2.1521)
H (4.1104, 4.4782, -1.7746)
H (-1.6787, -5.5360, -0.4038)
H (3.9771, 4.4031, 0.9016)
H (-0.5387, -5.6638, 1.0947)
H (-0.7547, 3.0329, -2.8625)
H (-2.3933, 4.2637, -0.2829)